Molecular formula: C23H27BrCaF4N7
Method: DFT, the ωB97M-V functional and the def2-TZVPD basis

The energy above the lowest of the compared OMol25 structures with the same formula, charge and spin comes out at 0.00 kJ/mol. As for the LUMO energy: -0.1168 hartree. The value obtained for the energy is -134067.025 eV. Its HOMO-LUMO gap is 0.248 hartree. The net charge is +1.

Last column: Mulliken charge in e.
CARTESIAN COORDINATES (ANGSTROEM)
Ca1 -0.44835 0.41417 -0.09500  2.08
C1 -0.03929 -2.39738 2.71563  -1.48
C2 -0.05453 -0.91322 3.03534  -0.72
N1 -1.06164 -0.13480 2.28534  1.25
C3 -2.40611 -0.75031 2.30859  -0.81
C4 -3.04292 -0.95135 3.67813  -1.42
C5 -1.12110 1.24858 2.82338  -1.20
C6 0.16689 2.03977 2.63905  -1.61
N2 0.61302 1.92989 1.25805  0.31
C7 1.82667 2.43865 0.92069  -0.59
C8 2.38248 2.03728 -0.30726  0.27
F1 1.63913 1.11894 -1.03995  0.35
C9 3.58921 2.44500 -0.81043  -0.21
F2 3.99521 1.95925 -1.99370  -0.30
C10 4.37777 3.32623 -0.09636  -0.62
C11 3.87521 3.75010 1.11886  0.09
F3 4.58788 4.60834 1.85303  -0.30
C12 2.65104 3.33857 1.62013  0.45
F4 2.24953 3.85197 2.79857  -0.31
H1 0.82606 -2.85945 3.19062  0.44
H2 0.03340 -2.58453 1.64338  0.25
H3 -0.92395 -2.91402 3.08691  0.33
H4 0.91976 -0.47793 2.80302  0.34
H5 -0.20571 -0.77216 4.11310  0.38
H6 -2.34517 -1.71116 1.79116  0.47
H7 -3.05615 -0.10689 1.70482  0.35
H8 -2.42696 -1.57634 4.32497  0.27
H9 -4.00585 -1.44871 3.56344  0.45
H10 -3.22120 -0.00580 4.18782  0.33
H11 -1.36806 1.23404 3.89059  0.36
H12 -1.93424 1.76333 2.30390  0.65
H13 0.93279 1.67709 3.33483  0.55
H14 -0.05139 3.06754 2.94698  0.57
H15 5.33166 3.67098 -0.46455  0.52
Br1 -1.51006 -1.24357 -7.01742  -0.07
C13 -1.22147 -0.64548 -5.26759  0.05
C14 -2.27745 -0.56195 -4.37243  -0.72
C15 -2.00446 -0.11918 -3.09216  -0.38
N3 -0.78527 0.22513 -2.66089  0.14
C16 0.21604 0.14529 -3.54513  -0.38
C17 0.04838 -0.27869 -4.85065  -0.75
H16 -3.28234 -0.83430 -4.66046  0.47
H17 -2.81557 -0.04617 -2.37341  0.38
H18 1.19873 0.43270 -3.19269  0.53
H19 0.89327 -0.32035 -5.52272  0.49
N4 -1.09884 -5.49271 -3.34269  -0.43
C18 -0.43210 -4.78248 -2.73556  -0.21
C19 0.40395 -3.88183 -1.99084  -0.09
C20 1.76495 -4.11402 -1.81492  -0.17
C21 2.50064 -3.18610 -1.09973  -1.03
C22 1.85786 -2.06983 -0.59300  -0.42
N5 0.54960 -1.84099 -0.75728  0.43
C23 -0.15672 -2.73601 -1.44330  -0.27
H20 2.22630 -4.99847 -2.23254  0.54
H21 3.56060 -3.31680 -0.93682  0.46
H22 2.41215 -1.32326 -0.03531  0.48
H23 -1.21414 -2.54173 -1.58172  0.53
N6 -2.06652 3.26347 0.29632  -0.53
N7 -2.27730 2.16528 -0.60957  -0.42
H24 -2.31716 4.14354 -0.13820  0.30
H25 -1.08095 3.27232 0.54595  0.03
H26 -2.11805 2.45049 -1.57374  0.28
H27 -3.25916 1.92002 -0.53462  0.25